# 1
The following is a DFT calculation (ωB97M-V with the def2-TZVPD basis set) of a structure of composition C21H49BrGaO4.

Cartesian coordinates (Å):
H 6.936 0.319 -6.927
H 0.022 -0.965 1.409
H -10.772 2.652 1.787
H -0.215 1.013 -0.921
H -0.582 -1.441 6.308
H 5.722 -4.219 -2.380
H -0.036 -0.987 3.943
C 6.923 -2.992 -6.820
H 8.470 -4.481 -6.875
C -1.221 -0.778 5.722
O -1.699 0.173 6.651
H 4.245 -3.294 -0.609
H 6.156 -3.672 -7.192
H -4.389 1.516 5.067
C 7.679 -0.156 -6.285
H -2.825 1.795 6.976
H -1.382 -0.238 -0.517
H -11.403 3.464 3.223
C -0.663 2.287 1.456
H 0.412 0.405 4.944
H 7.755 -1.567 -4.650
H 8.412 -0.654 -6.920
H -1.421 2.804 2.046
H 8.202 0.622 -5.726
H 1.174 -2.751 -4.488
H 0.051 1.842 2.159
C -4.482 1.667 2.071
O -1.385 1.282 0.768
H 3.332 -1.739 -3.808
C -9.244 3.055 3.290
H -8.786 2.188 3.777
C -5.235 2.580 2.336
H -8.847 4.339 1.602
C 5.115 -3.334 -2.577
H 7.310 -2.443 -7.687
H 7.645 -4.357 -5.313
O 3.115 -2.145 -1.783
C 7.011 -1.117 -5.317
Ga -6.495 4.107 2.623
H 8.838 -3.143 -5.792
H -0.676 3.742 -0.134
H -9.264 3.850 4.042
C -10.693 2.706 2.879
H -1.043 0.455 3.936
H 0.933 -1.027 -0.112
H -1.980 1.837 5.438
H 0.822 2.801 -0.056
H -2.044 -1.387 5.331
C 8.035 -3.785 -6.156
H -3.837 0.859 1.796
H 0.512 4.056 1.141
C -0.642 0.439 -0.088
C -3.789 0.676 5.415
Br -6.408 4.596 5.007
C -8.357 3.507 2.128
H 4.825 -3.358 -3.628
O 6.231 -2.121 -5.944
C 0.041 3.275 0.542
H 2.150 -3.973 -3.679
H -5.999 5.398 1.838
H 0.822 -3.192 -2.810
H 6.307 -0.574 -4.685
H 5.733 -2.448 -2.423
C 1.622 -3.029 -3.533
H -8.238 2.687 1.408
C 0.447 -0.363 0.605
H 1.219 0.278 1.033
C 2.549 -1.921 -3.063
H 1.987 -0.993 -2.955
C 3.914 -3.306 -1.648
H -11.017 1.740 3.278
H 3.310 -4.211 -1.780
C -0.428 -0.185 4.569
H -3.546 0.083 4.533
C -2.548 1.188 6.115
H -4.392 0.062 6.088

Its charge is -1. As for the LUMO energy: 1.765 eV.

---

# 2
The following is a DFT calculation (ωB97M-V with the def2-TZVPD basis set) of a structure of composition C22H15BF4FeN3O8 in a non-equilibrium geometry.

Cartesian coordinates (Å):
H -2.984 -0.171 -1.428
C 2.286 -0.624 -3.329
C -2.153 0.574 1.042
C -5.828 0.605 0.998
H 0.786 -0.315 4.776
Fe 0.547 0.089 0.306
F 1.260 3.973 -0.980
C -5.114 0.105 -1.284
C 4.438 -0.230 3.459
H 2.742 -0.235 6.355
H 4.575 -0.028 0.750
O 1.156 -3.952 0.660
F 2.314 3.823 1.097
C -4.544 0.727 1.484
B 1.124 3.634 0.385
C 3.778 -1.192 -5.138
H 5.042 -0.190 5.531
C -3.539 0.520 0.527
C 2.713 -1.498 -5.960
C 3.331 -0.161 2.548
H -8.781 1.066 0.866
H -4.273 0.880 2.542
N 3.075 -0.287 -1.071
C 3.583 -0.152 1.175
O -1.300 0.292 0.056
H 4.469 -0.671 -3.110
C 3.583 -0.818 -3.776
C 2.870 -0.226 5.270
N 2.678 -0.138 0.168
H 0.515 -1.526 -6.143
C -8.096 0.228 0.830
F 0.767 2.152 0.518
H -8.561 -0.731 1.069
C 1.924 -0.229 3.017
H 5.433 -0.367 3.006
C -6.113 0.380 -0.334
H 4.802 -1.218 -5.472
C 4.222 -0.197 4.823
O -1.914 0.825 2.223
O 0.471 -2.017 -0.033
H 2.898 -1.744 -6.976
O 0.951 0.375 -1.646
C -3.819 0.140 -0.803
H 0.192 -0.611 -3.858
C 2.073 -0.124 -1.974
H -5.337 -0.235 -2.285
O -6.997 0.526 1.745
F 0.010 4.270 0.979
O 0.910 -0.310 2.237
O -7.485 0.211 -0.505
N 0.955 -2.788 0.958
C 1.788 -0.254 4.424
C 1.398 -1.322 -5.500
C 1.180 -0.834 -4.217

Its charge is -2. As for the expectation value of S²: 8.7578. Its spin multiplicity is 6. As for the energy above the lowest of the compared OMol25 structures with the same formula, charge and spin: 0.0 kcal/mol. As for the LUMO energy (alpha / beta): 3.913 / 3.913 eV.

---

# 3
The following is a DFT calculation (ωB97M-V with the def2-TZVPD basis set) of a cluster of 10 separate species, C50H95F15O25 in total in a non-equilibrium geometry.

Cartesian coordinates (Å):
F -2.788 14.811 -19.153
H 10.365 6.407 -9.608
H -2.727 -0.448 -28.106
H 6.456 10.406 -23.129
H -0.470 7.852 -19.741
F 15.129 4.512 -21.328
C -0.604 11.520 -27.874
H 14.121 13.752 -23.495
H 6.245 7.649 -14.391
O 4.434 10.234 -20.433
H 7.454 6.220 -9.729
H 13.501 0.769 -23.442
C 9.136 13.140 -31.063
C 3.766 18.155 -26.969
H -1.253 8.220 -26.711
H 8.600 9.350 -23.931
H -1.096 -7.297 -28.149
O 5.824 8.535 -22.363
H 8.528 5.168 -10.591
O 2.843 18.188 -27.720
O -3.603 18.050 -18.903
C 3.974 9.987 -21.742
H 16.364 11.257 -19.053
H 14.466 16.086 -22.741
H -0.690 -2.676 -28.217
C -3.327 19.281 -19.498
H 4.981 12.254 -20.693
H -2.955 8.264 -24.374
H -2.613 19.153 -20.312
C 0.236 9.730 -26.505
H -4.535 20.871 -20.250
H -3.171 8.401 -22.207
O 8.743 9.555 -22.007
C 14.485 0.434 -23.112
H 9.427 7.601 -8.776
H -5.105 19.356 -20.795
H -1.852 -8.287 -29.293
H 11.307 13.732 -17.075
C -1.347 -2.029 -28.799
H 4.718 20.262 -28.566
C 6.738 19.621 -28.791
H 10.845 12.625 -33.384
F 2.738 16.621 -25.540
C 9.902 7.386 -9.733
O 0.139 10.299 -27.810
H 4.514 7.477 -14.761
C 8.426 8.975 -20.765
H 12.373 13.923 -23.284
O -1.493 17.363 -19.052
C 12.487 16.643 -22.219
O -1.227 7.825 -21.623
H 10.611 8.155 -10.040
C 13.566 16.342 -23.300
H 4.084 8.322 -23.343
H -1.979 9.644 -26.274
O 6.241 7.256 -11.857
F 19.025 14.134 -21.132
H 15.799 13.428 -17.806
H 4.383 10.777 -22.372
H -0.469 -4.917 -28.701
H 11.818 13.910 -34.123
C -3.065 15.740 -18.294
H 15.703 -0.046 -21.425
H 11.031 16.637 -20.266
H 11.594 16.994 -22.736
F 7.187 11.918 -30.367
H -0.745 -1.446 -29.496
C 13.200 14.083 -23.976
H 6.366 5.796 -16.394
H 4.021 7.896 -21.618
C 5.251 19.314 -28.495
C 8.030 6.135 -10.650
C 10.320 13.997 -17.453
C -1.083 8.474 -20.393
O 17.800 12.603 -19.432
H -0.624 9.463 -20.399
H 5.044 11.681 -19.055
O 14.579 1.518 -20.852
F -2.384 15.485 -17.138
H 10.127 15.793 -21.408
H 7.486 9.310 -20.326
O 5.544 5.697 -14.480
H 6.858 19.765 -29.865
O 9.973 12.222 -31.030
H 9.836 14.553 -16.650
O -1.025 8.855 -24.624
H 7.680 6.103 -12.787
H 5.917 4.225 -15.739
O 8.992 7.202 -10.847
F 20.776 12.691 -21.215
C 15.642 2.338 -20.753
H -1.920 6.985 -23.952
C 4.501 11.569 -19.994
C 5.608 5.267 -15.815
C 18.805 11.997 -20.157
H -1.367 -3.724 -30.918
C 8.033 8.941 -23.095
C 10.878 13.689 -33.618
C 17.075 11.853 -18.481
O -2.448 -2.720 -29.437
F 6.890 13.977 -30.863
C -0.352 0.745 -27.874
O 13.130 15.408 -24.292
C 6.521 9.324 -23.242
H 6.129 9.142 -24.242
H 0.323 1.367 -27.287
C -4.642 19.834 -19.931
H 10.071 13.894 -34.321
F 18.991 12.362 -22.503
H -2.080 9.606 -22.469
F 3.236 18.568 -24.695
H 1.052 9.008 -26.553
F 14.058 3.700 -19.645
H -0.221 -7.594 -29.635
H 12.768 17.562 -21.705
H 11.789 13.951 -19.620
C 4.435 8.593 -22.347
C -1.214 -7.406 -29.227
C 14.693 0.329 -21.594
H 15.210 1.064 -23.627
H -1.683 11.364 -27.867
H 13.779 17.269 -23.833
H -2.964 -4.316 -30.481
H -1.075 1.261 -28.507
C -2.652 17.135 -18.797
O 19.141 10.795 -19.957
H 8.258 7.875 -23.082
H 9.171 9.190 -19.999
H 10.122 13.776 -20.353
H 10.799 15.561 -32.690
C 16.504 12.720 -17.369
H 4.969 18.699 -29.350
C 5.348 7.061 -14.196
C -1.897 -1.041 -27.722
H 3.515 12.004 -19.833
H 11.531 14.293 -31.677
H 6.527 5.241 -11.897
F -4.428 15.725 -17.989
C 3.629 17.605 -25.557
C 7.752 13.116 -30.317
C -1.487 -5.045 -29.070
H 9.679 13.124 -17.580
C 10.706 14.530 -32.347
O 9.412 14.349 -31.753
H -2.325 -1.571 -26.871
H 7.454 18.838 -28.541
C 15.217 3.736 -20.270
H 2.893 10.102 -21.814
C -1.966 8.074 -23.958
C -2.022 -3.945 -30.075
O 5.014 18.572 -27.269
O 12.212 15.474 -21.492
F 4.771 17.124 -25.122
C 19.430 12.818 -21.246
C 10.983 15.660 -20.746
H 17.364 13.182 -16.884
F 16.205 4.161 -19.455
H -5.446 19.788 -19.197
H -0.467 12.248 -27.075
H 6.956 20.539 -28.245
H 0.672 10.370 -25.738
H 14.696 -0.540 -23.552
C -2.130 8.517 -22.509
F 7.893 13.480 -29.012
H -2.069 8.523 -19.931
H 0.364 0.203 -28.492
H 4.610 8.233 -12.455
H 8.330 7.891 -20.836
O 16.790 2.030 -21.036
H 13.950 -0.293 -21.094
O -1.709 -6.244 -29.760
H 4.626 5.219 -16.284
C 7.103 6.166 -11.864
H 15.839 12.287 -16.623
H 12.919 13.447 -24.815
H -2.160 -5.090 -28.213
C -1.081 9.068 -26.048
C 5.047 7.255 -12.659
H -2.805 19.953 -18.817
O -0.944 -0.188 -27.112
O 10.315 14.851 -18.559
C 10.823 14.416 -19.817
H -0.234 12.099 -28.720
H 17.804 11.181 -18.028
H 4.313 6.509 -12.355

Its charge is 0. Its SMILES is CCOC(=O)C(F)(F)F.CCOC(=O)C(F)(F)F.CCOC(=O)C(F)(F)F.CCOC(=O)C(F)(F)F.CCOC(=O)C(F)(F)F.COCCOCCOC.COCCOCCOC.COCCOCCOC.COCCOCCOC.COCCOCCOC. As for the energy above the lowest of the compared OMol25 structures with the same formula, charge and spin: 116.4 kcal/mol. As for the LUMO energy: 0.335 eV.

---

# 4
The following is a DFT calculation (ωB97M-V with the def2-TZVPD basis set) of the molecule C4H6S3 in a non-equilibrium geometry.

Cartesian coordinates (Å):
S 3.656 -1.067 -0.223
C -0.475 1.378 0.040
H -0.699 -1.063 -1.269
H -1.286 -0.023 1.564
H 1.768 0.127 -0.853
H -0.327 1.113 -1.070
H -1.544 1.580 0.070
S 1.017 -1.108 1.058
H 0.375 2.170 0.438
C -1.249 -0.988 -0.226
C -0.533 -0.028 0.717
S -2.819 -1.470 -0.110
C 2.115 -0.622 -0.137

Its charge is 0. Its SMILES is C[C@@H](C=S)SC=S. As for the energy above the lowest of the compared OMol25 structures with the same formula, charge and spin: 43.4 kcal/mol. As for the LUMO energy: -0.921 eV.

---

# 5
The following is a DFT calculation (ωB97M-V with the def2-TZVPD basis set) of a cluster of 2 separate species, C6H17NO in total in a non-equilibrium geometry.

Cartesian coordinates (Å):
H 2.621 -1.368 1.827
C 0.568 1.304 1.387
H 1.379 -1.097 -0.238
H 1.976 -0.009 -1.345
H -3.918 0.560 0.222
C -1.802 1.142 0.559
H -3.001 -0.477 1.309
C -2.929 0.127 0.407
H -0.568 -0.513 1.079
H 0.129 2.139 1.955
C -0.434 0.451 0.583
H 1.262 1.845 0.726
H -1.775 1.890 -0.229
C 0.735 -1.520 -2.294
H 0.023 -2.269 -1.955
O 3.421 -1.273 1.294
H 3.245 -0.413 0.868
H 1.636 -2.006 -2.661
H 0.307 -0.927 -3.114
H -2.704 -0.521 -0.440
N -0.033 0.284 -0.788
C 1.073 -0.598 -1.149
H -1.984 1.715 1.469
H -0.406 0.804 -1.565
H 1.175 0.730 2.092

Its charge is 0. Its SMILES is CCN[C@@H](C)CC.O. As for the energy above the lowest of the compared OMol25 structures with the same formula, charge and spin: 18.8 kcal/mol. As for the LUMO energy: 0.918 eV.

---

# 6
The following is a DFT calculation (ωB97M-V with the def2-TZVPD basis set) of a structure of composition C13H21I2MnNNdO3S2 in a non-equilibrium geometry.

Cartesian coordinates (Å):
C -4.035 -0.938 1.799
O -2.812 -3.419 -0.123
H -4.246 -0.465 0.827
O 1.890 -1.367 2.943
H -3.190 -0.947 4.498
H -3.835 1.338 3.372
C -2.825 -0.305 2.460
C -0.186 -2.685 -1.668
C 0.211 -0.011 -4.151
S -1.205 -0.609 1.279
H 2.912 -0.638 -4.587
H -3.186 1.730 1.746
H -4.913 -0.811 2.461
C -2.989 1.184 2.680
C 5.017 1.622 2.621
H -2.245 -2.105 3.532
H -1.486 -0.609 4.147
H -0.610 0.661 -3.875
Mn -0.917 -1.267 -0.807
C 3.737 1.759 1.982
H -2.096 1.638 3.134
S 0.968 -0.146 -1.378
H 2.772 1.791 -2.631
H 1.130 2.353 -3.047
H -0.164 -1.039 -4.096
H -3.888 -2.012 1.622
H 5.764 1.224 1.918
C 1.416 0.203 -3.257
H 4.932 0.926 3.469
H 0.506 0.185 -5.193
H 2.164 -1.835 -3.478
H 2.277 1.867 -4.327
C 2.528 -0.799 -3.569
N 2.696 1.852 1.465
H 3.355 -0.672 -2.861
C 1.922 1.638 -3.309
H 5.374 2.590 3.002
O 0.273 -3.679 -2.082
C 1.465 -0.538 2.270
Nd 0.506 1.423 0.699
C -2.215 -2.490 -0.519
I -2.727 0.963 -1.662
C -2.408 -1.038 3.733
I -1.637 3.477 -1.041

Its charge is +4. As for the expectation value of S²: 15.8328. Its spin multiplicity is 8. As for the LUMO energy (alpha / beta): -15.222 / -16.149 eV.

---

# 7
The following is a DFT calculation (ωB97M-V with the def2-TZVPD basis set) of a cluster of 4 separate species, C22H20N4O6 in total in a non-equilibrium geometry.

Cartesian coordinates (Å):
H -6.220 2.359 39.841
C -1.062 2.001 38.994
C -7.897 3.640 37.258
C -3.535 6.733 35.832
H -5.135 7.452 34.403
H -2.802 3.946 34.386
C -3.680 1.565 38.144
C -2.919 5.515 35.783
O -1.271 2.693 34.049
H -4.682 1.464 37.756
H -4.894 3.152 30.942
C -4.179 5.556 33.982
C -1.225 4.111 30.902
H -8.362 1.963 38.502
H -0.116 2.221 39.467
C -3.214 0.847 39.234
C -1.669 3.320 31.931
C -2.849 2.455 37.504
N -3.223 4.837 34.607
C -7.167 4.764 37.022
H -5.296 5.755 37.489
H -3.381 2.261 32.686
C -7.652 2.762 38.348
C -5.694 4.086 38.821
C -1.903 1.150 39.683
N -4.097 -0.135 39.907
H -3.575 7.502 36.589
H -1.452 0.525 40.440
H -8.711 3.634 36.549
C -5.992 4.968 37.741
H -1.583 5.200 29.107
O -3.846 5.356 39.407
O 0.364 2.558 32.577
O -4.295 3.752 40.724
C -3.385 4.198 29.852
H -0.883 3.505 37.526
C -2.999 2.902 31.905
N -4.528 4.362 39.669
C -6.539 3.044 39.070
H -3.204 3.053 36.677
O -3.556 -0.925 40.743
O -5.281 -0.150 39.588
H -7.315 5.436 36.190
C -4.423 6.701 34.712
H -2.211 5.110 36.491
C -3.861 3.463 30.890
H -4.593 5.128 33.080
C -2.039 4.611 29.888
H -4.022 4.425 29.010
N -0.785 2.838 32.964
C -1.544 2.784 37.983
H -0.181 4.386 30.866

Its charge is -1. As for the expectation value of S²: 0.7630. Its spin multiplicity is 2. As for the LUMO energy (alpha / beta): 0.874 / 0.894 eV.

---

# 8
The following is a DFT calculation (ωB97M-V with the def2-TZVPD basis set) of a structure of composition C2HHgLiO3 in a non-equilibrium geometry.

Cartesian coordinates (Å):
Li -1.387 -3.038 0.163
O 0.055 0.586 -0.191
Hg -2.334 0.656 0.039
C 0.076 -0.849 -0.427
O 2.218 0.485 0.370
O -1.088 -1.226 -0.190
H 1.200 2.243 0.152
C 1.261 1.144 0.084

Its charge is +1. As for the expectation value of S²: 0.7572. Its spin multiplicity is 2. As for the energy above the lowest of the compared OMol25 structures with the same formula, charge and spin: 34.2 kcal/mol. As for the LUMO energy (alpha / beta): -4.633 / -6.721 eV.

---

Number 1: E -153179.651 eV. Number 2: E -89847.633 eV. Number 3: E -145327.487 eV. Number 4: E -36748.378 eV. Number 5: E -10034.766 eV. Number 6: E -105879.543 eV. Number 7: E -41374.850 eV. Number 8: E -12603.706 eV.